{
  "formula": "C2H6N2O",
  "method": "wB97M-V/def2-TZVPD",
  "species": ["C", "C", "H", "H", "H", "H", "H", "H", "N", "N", "O"],
  "xyz": [[0.9448, 0.3394, 0.6297], [0.4625, -0.9341, -0.2131], [1.8966, 1.7751, -0.8002], [0.0392, 1.4802, -1.0199], [2.0046, 0.2486, 0.9195], [0.3110, 0.4841, 1.4808], [1.0755, -1.8115, -0.5309], [-1.1977, 0.3497, 0.6655], [0.8773, 1.6931, -0.2189], [-0.7544, -1.2170, -0.4089], [-1.6792, -0.2862, 0.1475]],
  "multiplicity": 1,
  "de_lowest_ev": 4.365,
  "e_homo_ev": -10.0045,
  "orbital_gap_ev": 10.6654
}

=====

{
  "formula": "C3H8O4",
  "method": "wB97M-V/def2-TZVPD",
  "species": ["O", "H", "H", "O", "O", "O", "C", "C", "C", "H", "H", "H", "H", "H", "H"],
  "xyz": [[-3.2068, 0.7531, 3.2372], [-2.7307, 0.3712, 2.4654], [-3.4165, -0.0212, 3.8072], [2.1704, -0.6312, -3.0689], [-1.1201, -0.6122, 0.7912], [1.8835, 0.5112, -1.1285], [2.2247, 0.3974, -2.3967], [-0.3055, 0.2482, -0.0348], [1.0699, -0.4100, -0.4065], [-1.0851, -1.5272, 0.4420], [2.8617, 1.2586, -2.6800], [-0.8207, 0.5455, -0.9684], [0.0153, 1.1732, 0.4818], [1.6514, -0.7565, 0.4694], [0.8086, -1.3001, -1.0105]],
  "multiplicity": 1,
  "de_lowest_ev": 1.444,
  "e_homo_ev": -10.9521,
  "orbital_gap_ev": 11.4790
}

=====

{
  "formula": "C56H58Cl2CsN9O7Se",
  "method": "wB97M-V/def2-TZVPD",
  "species": ["Cs", "C", "C", "C", "C", "C", "C", "C", "N", "C", "N", "C", "C", "C", "C", "C", "C", "C", "N", "C", "C", "C", "C", "C", "C", "C", "H", "H", "H", "H", "H", "H", "H", "H", "H", "H", "H", "H", "H", "H", "H", "H", "H", "H", "H", "H", "H", "H", "Se", "N", "C", "C", "C", "C", "C", "C", "N", "H", "H", "H", "H", "C", "C", "C", "C", "N", "N", "H", "H", "H", "H", "H", "H", "H", "H", "H", "H", "H", "H", "C", "C", "C", "O", "H", "H", "H", "H", "H", "H", "Cl", "C", "C", "C", "C", "C", "Cl", "C", "N", "C", "C", "C", "C", "C", "C", "C", "C", "O", "O", "H", "H", "H", "H", "H", "H", "H", "H", "H", "H", "O", "C", "O", "C", "C", "C", "C", "C", "C", "N", "O", "O", "H", "H", "H", "H"],
  "xyz": [[-1.8340, -0.8590, 0.4147], [4.7548, 4.6150, 1.1265], [5.5585, 3.4642, 1.6646], [6.6892, 3.6792, 2.4387], [7.4334, 2.6259, 2.9543], [7.0190, 1.3278, 2.6969], [5.8917, 1.0796, 1.9288], [5.1589, 2.1423, 1.3939], [4.0191, 1.9618, 0.6068], [3.3783, 0.7118, 0.3766], [4.2128, -0.1887, -0.2116], [4.0059, -1.5987, -0.4425], [3.4545, -2.3799, 0.5792], [3.3389, -3.7310, 0.2020], [3.7434, -4.2580, -1.0227], [4.3198, -3.4189, -1.9667], [4.4613, -2.0636, -1.6874], [5.0766, -1.1495, -2.7192], [2.1455, 0.5430, 0.6448], [1.4604, 1.5927, 1.2722], [1.7371, 1.9240, 2.6052], [1.0191, 2.9095, 3.2586], [-0.0064, 3.5776, 2.6015], [-0.2887, 3.2532, 1.2860], [0.4371, 2.2806, 0.5975], [0.1016, 1.9785, -0.8424], [5.2266, 5.5648, 1.3782], [3.7403, 4.6319, 1.5395], [4.6562, 4.5545, 0.0391], [6.9885, 4.7023, 2.6430], [8.3115, 2.8183, 3.5581], [7.5703, 0.4879, 3.1028], [5.5667, 0.0647, 1.7469], [3.3374, 2.6987, 0.7073], [4.9375, 0.2582, -0.7473], [2.9076, -4.4427, 0.9133], [3.6082, -5.3137, -1.2488], [4.6529, -3.8051, -2.9266], [5.3817, -1.7201, -3.5983], [5.9716, -0.6367, -2.3455], [4.3762, -0.3756, -3.0500], [2.5006, 1.3545, 3.1190], [1.2434, 3.1374, 4.2949], [-0.5980, 4.3281, 3.1119], [-1.1050, 3.7569, 0.7744], [-0.9698, 1.8009, -0.9424], [0.6337, 1.1009, -1.2044], [0.3360, 2.8358, -1.4802], [-0.4709, -5.7524, 1.3962], [-0.4171, -4.3881, 0.2811], [-0.0690, -4.8757, -0.8950], [0.0948, -4.0718, -2.0720], [0.4689, -4.6846, -3.2170], [0.7094, -6.1020, -3.2722], [0.5718, -6.8980, -2.1867], [0.1737, -6.3016, -0.9442], [0.0172, -6.9592, 0.1902], [-0.0895, -3.0073, -2.0051], [0.6084, -4.0979, -4.1166], [1.0187, -6.5378, -4.2154], [0.7602, -7.9630, -2.2257], [4.0409, -1.0464, 4.0300], [2.7215, -1.7907, 4.2201], [2.1362, -1.4788, 5.5953], [2.9924, -3.2971, 4.0877], [1.8316, -1.2683, 3.1752], [0.5320, -1.8425, 3.1133], [4.7945, -1.4021, 4.7398], [3.9004, 0.0274, 4.1801], [4.4026, -1.2134, 3.0119], [2.8722, -1.6855, 6.3781], [1.2499, -2.0850, 5.7994], [1.8508, -0.4250, 5.6478], [3.6706, -3.6407, 4.8753], [3.4414, -3.4991, 3.1127], [2.0735, -3.8841, 4.1783], [2.2729, -1.4535, 2.2565], [-0.0737, -1.4299, 3.8099], [0.5493, -2.8513, 3.2350], [-5.2602, -3.1259, 1.4930], [-4.2741, -4.2518, 1.2988], [-3.9562, -4.6471, -0.1156], [-3.7561, -4.7872, 2.2554], [-6.0786, -3.1726, 0.7742], [-4.7533, -2.1692, 1.3227], [-5.6339, -3.1457, 2.5144], [-4.8795, -4.8897, -0.6484], [-3.2758, -5.4962, -0.1277], [-3.5151, -3.7961, -0.6467], [-2.3867, 4.2821, -2.1361], [-3.9291, 3.6423, -2.6140], [-4.2031, 3.6304, -3.9748], [-5.3303, 2.9924, -4.4564], [-6.1777, 2.3497, -3.5660], [-5.9093, 2.3913, -2.2126], [-7.0120, 1.5883, -1.1358], [-4.7960, 3.0644, -1.6704], [-4.6052, 3.0385, -0.2987], [-4.2200, 4.0860, 0.5303], [-4.2792, 5.4227, 0.1258], [-3.8578, 6.4423, 0.9632], [-3.3933, 6.1471, 2.2368], [-3.4199, 4.8261, 2.6655], [-3.8524, 3.7841, 1.8545], [-4.0742, 2.4270, 2.4791], [-3.4201, 1.1729, 1.8709], [-3.8334, 0.8460, 0.7145], [-2.6175, 0.5323, 2.5640], [-3.4915, 4.0886, -4.6478], [-5.5299, 2.9641, -5.5194], [-7.0526, 1.8157, -3.9107], [-4.5063, 2.0819, 0.1090], [-4.6485, 5.6570, -0.8634], [-3.8900, 7.4669, 0.6120], [-3.0397, 6.9296, 2.8963], [-3.1151, 4.5851, 3.6780], [-5.1545, 2.2242, 2.4672], [-3.7672, 2.4734, 3.5217], [-3.4017, -1.9726, -1.9246], [-2.3972, -1.4562, -2.4539], [-1.2574, -1.3320, -1.9522], [-2.5871, -0.8755, -3.8575], [-1.4841, -0.5454, -4.6385], [-1.6535, -0.0173, -5.9079], [-2.9452, 0.1877, -6.3665], [-4.0626, -0.1223, -5.6086], [-3.8708, -0.6652, -4.3498], [-3.1398, 0.7675, -7.7066], [-2.1594, 0.9579, -8.3971], [-4.2750, 1.0085, -8.0673], [-0.4978, -0.6969, -4.2189], [-0.8134, 0.2445, -6.5338], [-5.0492, 0.0642, -6.0062], [-4.7078, -0.9338, -3.7189]],
  "multiplicity": 1,
  "de_lowest_ev": 1.563,
  "total_charge": -2,
  "e_homo_ev": -1.8290,
  "orbital_gap_ev": 4.9464
}